No. 1
Molecular formula: C48H34Br2FeIN4O3P
Method: DFT, ωB97M-V with the def2-TZVPD basis set

Computed properties:
- Frontier orbital gap (alpha / beta): 0.136 / 0.124 Eh
- Largest force on an atom: 4.14 eV/Å
- Energy above the lowest of the compared OMol25 structures with the same formula, charge and spin: 468.2 kJ/mol
- Net charge: +1
- Spin multiplicity: 2
- HOMO (alpha / beta): -8.32 / -8.40 eV
- Total energy: -254283.04887 eV

Each line ends with the Mulliken spin population.
Atoms and positions in Å:
1 I 0.60492 -2.42856 -1.38112  -0.019
2 Br 0.73754 -3.24249 3.66193  0.015
3 Br -3.69112 -0.93000 6.29588  0.014
4 Fe 0.14569 -0.03504 -0.09322  0.775
5 P 2.53617 -0.11962 0.14949  -0.053
6 O 0.02572 -1.14770 1.58689  0.179
7 O -0.83651 0.60138 -1.93581  -0.024
8 O -7.62763 4.95170 -0.31353  0.000
9 N -1.93545 0.63319 1.52220  -0.029
10 N 0.32242 2.47672 -0.41172  0.006
11 N -3.05558 6.39852 -2.98362  -0.002
12 N -1.95774 5.84600 -2.86094  -0.007
13 C -1.59674 4.56784 -2.75529  -0.016
14 C -2.70865 -0.05963 3.72333  -0.029
15 C -1.53157 -1.90983 4.76918  -0.055
16 C -0.65949 -1.97345 3.69078  0.100
17 C -2.53597 -0.97169 4.78981  0.120
18 C 5.07803 -2.89866 -1.76838  0.000
19 C -4.17314 6.07538 -2.29104  -0.003
20 C 2.11726 0.64532 4.09303  0.000
21 C 3.15503 2.84452 -2.50662  0.001
22 C -1.85115 2.22010 -3.33293  -0.020
23 C 5.11458 -4.01471 -2.63106  0.000
24 C -6.47286 5.34921 -0.87008  -0.001
25 C 2.66110 -2.96003 -1.85505  0.000
26 C -1.01542 1.81060 -2.26056  -0.013
27 C 2.86092 -0.15479 1.94382  -0.006
28 C -5.20512 5.14787 -0.31061  0.001
29 C -2.19012 3.53284 -3.51496  0.011
30 C -1.82961 -0.14666 2.61482  0.001
31 C 2.73335 -4.04562 -2.69363  0.000
32 C -0.38727 2.86621 -1.48506  -0.001
33 C -6.56779 6.01951 -2.10206  -0.001
34 C 6.30066 -2.37054 -1.30324  0.000
35 C -0.56431 4.22760 -1.82161  -0.004
36 C 3.69219 -1.06937 2.58326  0.000
37 C 3.82469 -2.31900 -1.35813  -0.010
38 C -2.91155 1.51612 1.46700  0.018
39 C -7.59466 4.07490 0.79190  0.000
40 C -3.68977 0.94685 3.67114  0.028
41 C -3.79105 1.71882 2.54727  -0.019
42 C 3.84481 3.82646 -1.80997  0.000
43 C 4.17265 3.63258 -0.47825  0.000
44 C 3.96226 -4.57918 -3.09162  -0.001
45 C -3.07618 2.30538 0.21128  0.001
46 C -0.76374 -1.11060 2.58895  0.047
47 C 5.12534 -0.70305 -0.08988  -0.003
48 C 2.97258 -0.24673 4.72345  -0.001
49 C 2.05370 0.68299 2.71448  -0.011
50 C 3.75181 -1.10480 3.96618  0.000
51 C 6.33039 -1.29807 -0.45857  0.000
52 C 3.89752 -1.17779 -0.51077  0.003
53 C -5.44687 6.39781 -2.79284  0.000
54 C 0.93730 3.40195 0.29486  0.007
55 C 0.92852 4.75622 -0.03559  0.002
56 C 3.82014 2.46027 0.17056  -0.003
57 C -4.07717 5.49025 -1.01312  0.000
58 C 2.80254 1.67471 -1.86377  0.000
59 C 3.13874 1.47068 -0.52444  0.003
60 C 0.15363 5.18225 -1.08742  -0.002
61 H 2.24767 0.90448 -2.39012  -0.003
62 H 1.34597 1.33316 2.21145  -0.007
63 H 1.48521 3.06260 1.15802  -0.001
64 H 3.97468 -5.43620 -3.74612  0.000
65 H 1.51212 5.44512 0.54905  0.000
66 H 3.01925 -0.28368 5.80099  0.000
67 H 6.07610 -4.41673 -2.91527  0.000
68 H -5.10720 4.74612 0.68489  0.000
69 H -7.21576 4.56813 1.69109  0.000
70 H -4.10388 2.63972 0.10337  0.002
71 H -1.41761 -2.59787 5.59359  0.001
72 H -4.35079 1.10176 4.50975  0.003
73 H -2.29628 1.45861 -3.95447  0.000
74 H 2.88797 3.00049 -3.54176  0.000
75 H 4.38953 -1.82804 4.45134  0.000
76 H -3.10069 5.36582 -0.56552  0.000
77 H 0.08249 6.22667 -1.35189  0.000
78 H -2.91074 3.80162 -4.27331  0.000
79 H 1.82296 -4.50107 -3.04866  0.001
80 H 7.21851 -2.83485 -1.63138  0.000
81 H 4.07091 2.32101 1.21293  0.000
82 H 1.48192 1.29109 4.68136  0.001
83 H 7.26067 -0.90362 -0.08041  0.000
84 H 4.28521 -1.76742 2.01256  0.000
85 H -5.52181 6.87390 -3.75609  0.000
86 H 4.13473 4.73568 -2.31186  0.000
87 H -7.55155 6.21772 -2.49210  0.000
88 H 4.70540 4.40564 0.05436  0.000
89 H -2.80240 1.69528 -0.64361  0.005
90 H -4.55138 2.48057 2.47497  0.000
91 H -2.42791 3.18027 0.22446  0.003
92 H -6.98694 3.19276 0.56837  0.000
93 H 5.15745 0.16313 0.55585  -0.001
94 H -8.62557 3.77042 0.95952  0.000



No. 2
Molecular formula: C48H34GeI4N4Pb
Method: DFT, ωB97M-V with the def2-TZVPD basis set

Computed properties:
- Frontier orbital gap: 0.201 Eh
- Largest force on an atom: 1.32 eV/Å
- HOMO: -6.94 eV
- Total energy: -150453.01750 eV

Each line ends with the Mulliken charge.
Atoms and positions in Å:
1 Pb 0.01682 0.10327 -1.62756  1.310
2 I 6.81732 7.07527 -1.32986  0.077
3 I -6.78998 -6.87593 -2.15486  0.076
4 I 6.76772 -6.94353 0.39534  0.076
5 I -6.71048 6.75647 1.19714  0.076
6 Ge -0.42238 0.26787 2.45474  0.605
7 N 0.06002 -2.16693 -1.22536  -0.391
8 N 0.08762 2.06997 -0.43576  -0.105
9 N 2.15152 0.01617 -1.07366  -0.276
10 N -2.06408 -0.18793 0.07124  0.505
11 C 2.91602 -1.10223 -0.93436  0.337
12 C 4.32962 -4.00033 -1.68886  0.020
13 C 2.48272 2.43767 -0.74406  1.152
14 C -2.04678 -0.29273 3.49444  -1.354
15 C -4.87718 4.41847 1.88704  -0.721
16 C -4.79458 -4.64663 -2.73236  -0.749
17 C 3.64922 -3.91943 0.60634  0.239
18 C -3.92118 3.44557 1.65504  -0.024
19 C 4.26192 -0.69133 -0.62806  -1.290
20 C 1.07762 -0.93213 2.98574  -1.486
21 C 4.57342 -4.89703 0.92384  -0.701
22 C -0.78978 -0.37013 0.60334  -0.893
23 C 5.37082 -5.42413 -0.07666  -0.162
24 C 3.51392 -3.46513 -0.70186  -0.567
25 C -2.77348 0.98547 0.04624  -0.257
26 C -4.93178 -5.20863 -0.39786  -0.719
27 C -5.33608 -5.39983 -1.70716  -0.091
28 C -0.59388 -4.30543 -0.88176  -1.114
29 C -3.69848 4.19557 -0.61226  0.011
30 C -3.97378 -4.25003 -0.11506  0.058
31 C -5.24498 5.26527 0.85654  -0.129
32 C 3.67232 4.16107 -2.05886  0.031
33 C -4.66498 5.15947 -0.39506  -0.725
34 C 5.39542 5.51847 -1.12206  -0.083
35 C -0.97548 2.79037 -0.01946  0.041
36 C 4.60982 5.16697 -2.20536  -0.755
37 C -2.28508 2.29047 0.16674  2.117
38 C 2.92672 1.10897 -0.82536  0.392
39 C -1.02728 -2.94443 -1.01346  0.108
40 C 5.25772 4.87677 0.09474  -0.691
41 C 2.48372 -2.43183 -0.99396  0.750
42 C 4.27362 0.66527 -0.58666  -1.043
43 C 3.51602 3.50177 -0.84386  -1.137
44 C 0.09832 2.12717 2.93654  -1.184
45 C 4.31832 3.86917 0.22934  0.175
46 C -4.11578 0.63447 -0.35706  -1.745
47 C 5.25762 -4.98103 -1.38096  -0.695
48 C 0.76342 4.21657 -0.18436  -1.515
49 C -4.13068 -0.67793 -0.68506  -1.856
50 C -2.80658 -1.21223 -0.48216  0.664
51 C 1.16762 2.87897 -0.51806  0.161
52 C -0.55758 4.15947 0.13914  -1.128
53 C -2.35788 -2.47773 -0.85086  1.509
54 C -3.32338 3.32527 0.40524  -1.064
55 C -3.82798 -3.70193 -2.44166  0.064
56 C -3.41188 -3.48973 -1.13286  -1.393
57 C 1.17122 -2.92683 -1.09906  0.236
58 C 0.76812 -4.29543 -0.92146  -1.062
59 H -3.62268 2.78187 2.45534  0.399
60 H 1.99522 -0.65023 2.47844  0.355
61 H -5.33228 4.51067 2.86164  0.411
62 H -4.92538 1.33357 -0.44326  0.616
63 H -3.65288 -4.10453 0.90594  0.533
64 H 5.86692 5.16697 0.93734  0.393
65 H -4.95028 -1.24393 -1.08396  0.602
66 H -0.65128 -1.43703 0.75584  0.959
67 H -4.96258 5.81737 -1.19726  0.416
68 H -5.35508 -5.80123 0.39824  0.411
69 H 4.71812 5.67727 -3.15026  0.407
70 H 4.23312 -3.65643 -2.70846  0.499
71 H -1.18648 4.96797 0.45934  0.584
72 H 0.21672 2.17947 4.01574  0.515
73 H 3.04832 3.88337 -2.89586  0.492
74 H 4.66452 -5.25013 1.93934  0.416
75 H -1.24208 -5.14683 -0.72756  0.573
76 H -0.63048 2.86987 2.63584  0.316
77 H -3.23418 4.10477 -1.58366  0.511
78 H 5.88052 -5.40093 -2.15586  0.409
79 H -2.93408 0.27067 3.22054  0.321
80 H 5.10572 1.30737 -0.36656  0.585
81 H 0.85652 -1.96343 2.72234  0.416
82 H 1.42972 -5.12943 -0.80126  0.534
83 H -3.39438 -3.11733 -3.23986  0.499
84 H -2.25858 -1.34343 3.31204  0.374
85 H 1.41142 5.07227 -0.16966  0.578
86 H 4.19882 3.37147 1.17984  0.532
87 H 5.07972 -1.35973 -0.44246  0.504
88 H 3.01882 -3.50663 1.38024  0.531
89 H 1.04872 2.38167 2.48044  0.228
90 H -5.11558 -4.79433 -3.75256  0.397
91 H 1.25382 -0.88973 4.05604  0.541
92 H -1.88128 -0.17063 4.56054  0.458